# 1
{"formula": "C45H35F13N3OsSb", "method": "the ωB97M-V functional and the def2-TZVPD basis", "e_tot_ev": -96031.6884, "e_above_lowest_kj_mol": 0.0, "homo_lumo_gap_ha": 0.26685, "species": ["Os", "Sb", "F", "F", "F", "F", "F", "F", "F", "F", "F", "F", "F", "F", "F", "N", "N", "N", "C", "C", "C", "C", "C", "C", "C", "C", "C", "C", "C", "C", "C", "C", "C", "C", "C", "C", "C", "C", "C", "C", "C", "C", "C", "C", "C", "C", "C", "C", "C", "C", "C", "C", "C", "C", "C", "C", "C", "C", "C", "C", "C", "C", "C", "H", "H", "H", "H", "H", "H", "H", "H", "H", "H", "H", "H", "H", "H", "H", "H", "H", "H", "H", "H", "H", "H", "H", "H", "H", "H", "H", "H", "H", "H", "H", "H", "H", "H", "H"], "coordinates": [[0.58588, 0.11040, 0.21405], [-1.10766, -1.88542, 1.68592], [-3.37612, -1.96375, 7.50946], [1.05711, -7.72363, 2.04961], [1.81236, 3.60056, 5.82934], [3.14095, 1.35030, 6.62994], [-6.21934, -2.50149, -1.81882], [3.10329, -0.83577, 4.97251], [0.53682, 3.71481, 3.54222], [2.17187, -1.96121, 0.32752], [1.28077, -4.95474, -4.08939], [3.44842, -5.47085, -2.51204], [3.83867, -3.91805, -0.28295], [1.77641, -0.80675, 2.69888], [-0.42242, -3.03107, -3.52520], [-0.01293, -1.31326, -1.18430], [0.32132, 1.38107, 1.81904], [-0.89478, 1.27514, -0.64908], [-1.25865, -1.25486, 4.68062], [-3.62902, -2.57966, 5.25895], [-2.89172, -3.04749, -0.54299], [0.58764, -6.46582, 1.95665], [1.74555, 0.31863, 3.45016], [1.92196, -2.67302, -0.80559], [-2.90725, -1.93940, 6.24758], [3.98848, 0.35128, -3.04038], [4.52985, -0.45123, -4.03166], [-1.95684, -1.88535, 3.65256], [-0.60819, 2.45623, 1.49056], [3.80200, 2.36060, -0.78194], [0.63029, -3.18587, -2.69313], [-3.14234, -2.55030, 3.96068], [-1.72526, -1.27728, 5.98825], [-1.76904, 0.33164, -1.40665], [1.79117, 2.50604, 5.06659], [5.32326, -1.96960, -2.36330], [2.79831, -3.69441, -1.08966], [-0.93634, -0.70621, -2.13693], [-1.22559, -4.97711, 1.56788], [-4.06963, -1.54793, 0.91196], [2.60338, -4.48101, -2.20954], [2.47794, 1.37871, 5.47098], [-2.90789, -2.25646, 0.60559], [-0.37508, -3.88745, 1.74276], [1.45691, -5.41347, 2.15897], [1.00966, 1.42755, 2.99823], [1.09782, 2.53095, 3.86920], [-4.00611, -3.14022, -1.36521], [3.43010, 0.87137, -0.61362], [-5.13544, -2.42193, -1.02477], [3.85223, 0.47572, 0.80060], [4.78129, -1.16047, -1.37214], [-5.19435, -1.62569, 0.10188], [1.50656, -4.21218, -3.00270], [-0.47920, 2.35823, -1.57298], [0.96349, -4.12072, 2.05181], [-0.74942, -6.27604, 1.66827], [1.93070, 0.77837, -0.86563], [-1.61280, 1.89395, 0.50290], [5.19904, -1.62082, -3.69788], [0.79388, -2.34663, -1.57696], [4.10120, 0.01278, -1.69002], [2.45475, 0.27985, 4.63258], [-2.27570, -4.82583, 1.34824], [-1.63795, -1.42442, -2.56229], [-1.19037, -0.79193, 6.79302], [-6.10284, -1.08535, 0.33095], [-2.40227, 0.89464, -2.09924], [3.49675, 2.75480, -1.75116], [4.88199, 2.48943, -0.68825], [-2.17769, 1.09654, 0.99055], [-0.09863, 3.33248, 1.06957], [1.64265, -3.29280, 2.21651], [3.31032, 2.94834, -0.00456], [-2.41202, -0.17190, -0.68923], [4.88579, -1.46762, -0.34083], [-1.36656, 2.91757, -1.87960], [-0.39578, -0.25155, -2.98190], [3.61279, -0.55297, 1.05374], [-4.00499, -3.75088, -2.25814], [2.49535, -5.60691, 2.39056], [4.92831, 0.61492, 0.92186], [3.46912, 1.25563, -3.33155], [-1.39550, -7.13222, 1.52967], [-1.16832, 2.80365, 2.36136], [-4.54666, -3.09303, 5.51190], [5.61935, -2.25072, -4.47086], [1.73183, 1.12119, -1.88908], [3.35498, 1.13121, 1.51896], [-2.31324, 2.65572, 0.14583], [-4.10960, -0.92256, 1.79736], [-0.01349, 1.93034, -2.45441], [4.42641, -0.16268, -5.07001], [-0.33391, -0.72588, 4.47264], [-1.99660, -3.59643, -0.81382], [0.22669, 3.02126, -1.08426], [5.84113, -2.87867, -2.08410], [-3.70016, -3.06510, 3.18716]], "mulliken_charge": [0.466, 0.008, -0.343, -0.359, -0.329, -0.339, -0.356, -0.331, -0.373, 0.187, -0.339, -0.383, -0.497, 0.723, -0.390, 0.606, 1.348, 0.027, -0.473, -0.761, -0.579, 0.187, -0.510, 0.426, 0.163, -0.280, -0.990, 0.283, -0.825, -2.011, 0.908, -0.556, -0.614, -0.526, 0.368, -0.694, -0.725, -1.289, -0.585, -0.321, 0.760, 0.719, 0.198, 0.893, -0.492, -0.389, 0.606, -0.737, 4.406, 0.284, -2.223, -0.144, -0.842, 0.244, -1.240, -0.737, -0.803, -0.976, -0.956, -0.596, -0.760, -0.234, -0.242, 0.345, 0.676, 0.517, 0.460, 0.442, 0.330, 0.447, 0.071, 0.366, 0.264, 0.412, -0.180, 0.337, 0.350, 0.438, 0.071, 0.504, 0.504, 0.610, 0.263, 0.484, 0.676, 0.471, 0.423, 0.001, 0.438, 0.472, 0.404, 0.444, 0.410, 0.315, 0.531, 0.276, 0.441, 0.324]}

=====

# 2
{"formula": "C45H35NO2P2SiSn", "method": "the ωB97M-V functional and the def2-TZVPD basis", "e_tot_ev": -85093.4809, "charge": 2, "homo_lumo_gap_ha": 0.27546, "species": ["Sn", "P", "P", "Si", "O", "O", "N", "C", "C", "C", "C", "C", "C", "C", "C", "C", "C", "C", "C", "C", "C", "C", "C", "C", "C", "C", "C", "C", "C", "C", "C", "C", "C", "C", "C", "C", "C", "C", "C", "C", "C", "C", "C", "C", "C", "C", "C", "C", "C", "C", "C", "C", "H", "H", "H", "H", "H", "H", "H", "H", "H", "H", "H", "H", "H", "H", "H", "H", "H", "H", "H", "H", "H", "H", "H", "H", "H", "H", "H", "H", "H", "H", "H", "H", "H", "H", "H"], "coordinates": [[-0.43796, 0.29017, 0.03158], [1.46763, -0.14676, -1.80608], [0.08804, -1.99872, 1.25698], [-1.83935, -1.23801, -1.73600], [-0.70782, 2.79875, -0.38176], [1.20641, 1.20654, 3.38161], [0.30419, 1.76821, 1.33409], [3.77428, 0.98276, -2.95175], [0.58949, 3.51509, 2.80904], [0.89044, 4.34007, 3.86915], [0.77139, 2.04055, 2.63547], [-0.19557, -2.73542, 3.96456], [2.70156, 1.15267, -2.07164], [2.53116, 2.37273, -1.42129], [3.72558, -1.73133, -1.58528], [3.40112, 3.42321, -1.66780], [0.91428, 0.28920, -4.50757], [-0.93997, -2.83698, 5.13109], [3.35470, -4.46547, 1.48479], [-1.07821, -0.39716, -5.65899], [-0.72950, -2.06013, 2.87261], [-1.61699, -0.81959, -4.45558], [-0.30347, 5.36572, 1.50966], [-0.89280, -0.71428, -3.26283], [4.19765, -3.70433, 2.28096], [0.18064, 0.17836, -5.67942], [1.88529, -2.76725, -2.75195], [-0.00080, 4.02676, 1.64363], [-0.89817, -3.20183, 0.28804], [-0.19566, 2.89115, 0.73626], [-0.99632, -4.48840, 0.81691], [-2.71994, -1.56085, 4.13318], [-2.33588, -5.20486, -1.03796], [-1.58125, -2.90043, -0.90701], [4.53797, -2.79838, -1.92429], [0.58881, 5.69603, 3.73622], [-2.28852, -3.92246, -1.55494], [4.03146, -3.85029, -2.67680], [1.71503, -2.72215, 1.55036], [-2.20481, -2.27400, 5.20825], [4.64060, 2.03517, -3.18951], [-1.98105, -1.45061, 2.96947], [2.11381, -3.97653, 1.10605], [-3.53464, -0.46573, -1.53386], [4.44924, 3.25891, -2.55946], [2.57549, -1.93709, 2.32482], [-1.70329, -5.48373, 0.16397], [2.40669, -1.69105, -2.03959], [2.69948, -3.84673, -3.06150], [0.40618, -0.17236, -3.29797], [0.00441, 6.20060, 2.58134], [3.81560, -2.43361, 2.68958], [0.79072, -3.17742, 3.91050], [-0.76400, 5.74785, 0.60865], [-4.26051, -0.92239, -2.21267], [-0.22329, 7.25492, 2.50534], [1.89034, 0.75044, -4.54084], [0.81375, 6.36336, 4.55714], [2.29364, -4.67648, -3.62525], [-2.88289, -5.97781, -1.56075], [-0.52852, -3.36212, 5.98248], [-3.90647, -0.60118, -0.51797], [-3.69341, -1.09484, 4.20460], [-2.61916, -1.23466, -4.43552], [5.46900, 1.89783, -3.87141], [5.57133, -2.80490, -1.60460], [1.71625, 2.50009, -0.72347], [-3.49939, 0.60236, -1.74930], [4.48033, -1.83478, 3.29775], [4.67224, -4.67586, -2.95717], [4.11858, -0.91755, -0.98955], [5.12196, 4.08093, -2.76300], [-2.37759, -0.89794, 2.12048], [-2.79337, -2.38823, 6.10833], [1.33925, 3.95174, 4.77333], [0.85663, -2.76252, -3.09036], [1.47014, -4.57591, 0.47838], [-1.64554, -0.50598, -6.57333], [0.59499, 0.54466, -6.60876], [-2.82005, -3.70398, -2.47668], [5.15904, -4.10156, 2.57934], [3.93712, 0.03391, -3.44447], [3.66438, -5.44452, 1.14479], [2.25561, -0.95396, 2.66001], [-0.51465, -4.71198, 1.76126], [-1.76662, -6.47297, 0.59636], [3.25853, 4.36941, -1.16337]], "mulliken_charge": [0.679, 2.163, 1.280, -0.090, -0.755, -0.601, 0.533, -0.599, 0.109, -0.421, -0.079, -0.559, 0.238, -0.882, -0.470, -0.477, -0.938, -0.723, -0.752, -1.046, 1.316, -0.753, -0.492, 0.594, -0.673, -0.852, -0.578, 0.225, 0.642, 0.406, -0.599, -0.800, -1.014, 0.395, -0.933, -0.521, -0.710, -0.755, 0.878, -0.602, -0.776, -0.685, -0.570, -1.215, -0.701, -0.874, -0.984, 0.942, -0.710, 0.775, -0.600, -0.785, 0.414, 0.537, 0.408, 0.447, 0.456, 0.434, 0.487, 0.461, 0.462, 0.415, 0.454, 0.471, 0.452, 0.506, 0.440, 0.458, 0.481, 0.432, 0.701, 0.433, 0.183, 0.432, 0.528, 0.331, 0.610, 0.440, 0.469, 0.481, 0.423, 0.649, 0.453, 0.461, 0.628, 0.465, 0.502]}